1.
Formula: C30H26BrN3O2V
Source: the OMol25 dataset
Level of theory: ωB97M-V with the def2-TZVPD basis set

Positions of all 63 atoms, in Å:
V -0.696 0.285 -0.469
C 4.822 -0.482 0.293
C 3.517 -0.716 0.689
N 2.503 0.107 0.431
C 2.746 1.226 -0.275
C 4.059 1.576 -0.721
C 5.107 0.682 -0.408
C 4.258 2.762 -1.439
C 3.170 3.553 -1.779
C 1.900 3.227 -1.357
C 1.650 2.098 -0.550
N 0.403 1.841 -0.029
C -0.344 2.884 0.405
C 0.115 4.164 0.769
C -0.779 5.160 1.114
C -2.145 4.936 1.156
C -2.647 3.648 0.905
C -4.015 3.303 0.976
C -4.379 1.994 0.692
C -3.414 1.050 0.387
N -2.102 1.336 0.317
C -1.733 2.623 0.551
H 5.606 -1.197 0.523
H 3.263 -1.613 1.251
H 6.122 0.902 -0.726
H 5.263 3.039 -1.737
H 3.326 4.442 -2.381
H 1.061 3.849 -1.644
H 1.176 4.367 0.768
H -0.396 6.146 1.354
H -2.831 5.742 1.387
H -4.752 4.056 1.229
H -5.422 1.703 0.706
H -3.695 0.033 0.144
Br -2.975 -4.308 -3.026
C -1.332 -3.691 -2.241
C -0.360 -4.660 -2.079
C 0.914 -4.238 -1.632
C 1.142 -2.970 -1.232
C 0.056 -1.942 -1.145
C -1.186 -2.369 -1.884
C -2.127 -1.308 -2.245
O -3.104 -1.505 -2.987
O -1.865 -0.133 -1.767
H -0.544 -5.689 -2.344
H 1.717 -4.970 -1.624
H 2.127 -2.654 -0.923
H 0.451 -0.991 -1.637
C -0.144 -3.712 1.491
C -0.853 -2.355 1.351
C -0.743 -1.598 2.685
C -2.338 -2.607 1.075
C -0.188 -1.457 0.311
H -0.504 -4.238 2.378
H 0.933 -3.582 1.578
H -0.346 -4.334 0.622
H -1.269 -2.129 3.482
H -1.173 -0.601 2.562
H 0.302 -1.484 2.969
H -2.776 -3.217 1.870
H -2.479 -3.128 0.132
H -2.862 -1.653 1.033
H 0.810 -1.200 0.694

Properties
Orbital gap (spin up / spin down), eV: 3.65 / 3.56
Charge: -2
LUMO (spin up / spin down), eV: 4.349 / 4.349
HOMO level (spin up / spin down), eV: 0.7 / 0.8
Multiplicity: 2

=====

2.
Formula: C44H46FN7O5P2Zr
Source: the OMol25 dataset
Level of theory: ωB97M-V with the def2-TZVPD basis set

Positions of all 106 atoms, in Å:
Zr 0.618 0.029 -0.070
C 0.081 1.007 6.344
C -0.650 2.055 5.809
C -1.024 2.042 4.471
C -0.671 0.965 3.665
C 0.067 -0.089 4.208
C 0.446 -0.064 5.538
P -1.188 0.767 1.912
C -2.453 2.063 1.670
C -3.800 1.801 1.435
C -4.685 2.847 1.211
C -4.236 4.159 1.207
C -2.893 4.429 1.433
C -2.006 3.390 1.659
C -2.090 -0.806 2.119
C -3.110 -0.940 3.031
C -3.736 -2.183 3.217
C -3.313 -3.272 2.506
C -2.249 -3.171 1.582
C -1.804 -4.296 0.848
C -0.778 -4.175 -0.043
C -0.123 -2.936 -0.218
C -0.497 -1.798 0.477
C -1.609 -1.918 1.377
H 0.350 1.017 7.392
H -0.948 2.886 6.435
H -1.610 2.859 4.074
H 0.292 -0.954 3.593
H 1.011 -0.886 5.959
H -4.173 0.787 1.439
H -5.729 2.623 1.040
H -4.923 4.977 1.039
H -2.542 5.453 1.449
H -0.961 3.601 1.856
H -3.431 -0.089 3.620
H -4.548 -2.270 3.927
H -3.784 -4.236 2.654
H -2.289 -5.250 1.014
H -0.445 -5.036 -0.609
H 0.732 -2.934 -0.889
C 0.006 4.247 -1.421
C 1.200 4.815 -1.005
C 1.981 4.143 -0.077
C 1.562 2.907 0.388
N 0.436 2.325 -0.074
C -0.327 2.994 -0.942
C 2.301 2.133 1.410
C 3.278 2.685 2.226
C 3.928 1.874 3.142
C 3.603 0.528 3.212
C 2.611 0.051 2.380
N 1.961 0.835 1.511
H -0.648 4.757 -2.113
H 1.523 5.773 -1.388
H 2.917 4.569 0.254
H -1.245 2.504 -1.246
H 3.513 3.738 2.172
H 4.689 2.287 3.792
H 4.106 -0.135 3.901
H 2.333 -0.995 2.377
C -3.212 -2.379 -2.525
N -2.509 -1.170 -2.113
C -3.293 -0.266 -1.276
P -1.216 -0.530 -2.900
O -0.227 0.017 -1.877
N -0.524 -1.707 -3.805
C 0.838 -2.196 -3.617
C -1.134 -2.076 -5.083
N -1.723 0.807 -3.743
C -0.669 1.675 -4.285
C -2.919 0.769 -4.581
H -3.539 -2.913 -1.631
H -2.538 -3.031 -3.073
H -4.090 -2.158 -3.139
H -3.661 -0.820 -0.410
H -4.151 0.162 -1.804
H -2.660 0.544 -0.913
H 1.259 -1.793 -2.703
H 1.469 -1.908 -4.463
H 0.847 -3.284 -3.541
H -2.179 -1.770 -5.110
H -1.092 -3.158 -5.210
H -0.608 -1.613 -5.922
H 0.213 1.634 -3.649
H -1.035 2.703 -4.314
H -0.392 1.384 -5.303
H -3.643 0.066 -4.172
H -2.691 0.490 -5.614
H -3.371 1.762 -4.597
F 8.094 -2.021 0.236
C 6.879 -2.340 -0.197
C 6.165 -1.465 -0.910
N 4.898 -1.765 -1.373
C 4.090 -0.756 -2.026
C 2.865 -0.328 -1.227
O 2.309 0.762 -1.492
O 2.391 -1.056 -0.293
C 4.354 -3.039 -1.237
O 3.315 -3.357 -1.780
N 5.105 -3.888 -0.469
C 6.356 -3.664 0.136
O 6.876 -4.499 0.823
H 6.565 -0.493 -1.162
H 3.744 -1.141 -2.990
H 4.682 0.137 -2.206
H 4.733 -4.819 -0.340

Properties
Orbital gap, eV: 6.87
Charge: +2
LUMO, eV: -5.843
HOMO level, eV: -12.7
Multiplicity: 1

=====

3.
Formula: C4H10O2
Source: the OMol25 dataset
Level of theory: ωB97M-V with the def2-TZVPD basis set

Positions of all 16 atoms, in Å:
C -0.907 -1.762 0.245
O -0.829 -0.352 0.192
C 0.075 0.109 -0.798
C -0.270 1.550 -1.132
C 1.936 0.554 1.312
O 1.219 -0.303 1.995
H -1.186 -2.173 -0.735
H 0.046 -2.205 0.563
H -1.687 -2.018 0.968
H 0.012 -0.532 -1.687
H -1.135 1.597 -1.798
H 0.576 2.046 -1.618
H -0.517 2.106 -0.221
H 1.122 0.012 -0.447
H 1.276 1.439 1.105
H 0.271 -0.069 2.056

Properties
Orbital gap, eV: 9.52
LUMO, eV: 0.873
HOMO level, eV: -8.6
Multiplicity: 1
Energy above the lowest of the compared OMol25 structures with the same formula, charge and spin, kJ/mol: 411.7

=====

4.
Formula: CI2NO2
Source: the OMol25 dataset
Level of theory: ωB97M-V with the def2-TZVPD basis set

Positions of all 6 atoms, in Å:
C -0.575 -0.244 -1.438
N -0.064 0.173 1.165
O -0.978 -1.315 -1.301
O -0.208 0.794 -1.776
I 1.055 -1.440 1.828
I 0.770 2.034 1.522

Properties
Orbital gap, eV: 6.28
Charge: -1
LUMO, eV: 3.233
HOMO level, eV: -3.0
Multiplicity: 1
Energy above the lowest of the compared OMol25 structures with the same formula, charge and spin, kJ/mol: 5.5

=====

5.
Formula: C6H11IN
Source: the OMol25 dataset
Level of theory: ωB97M-V with the def2-TZVPD basis set

Positions of all 19 atoms, in Å:
C -0.511 1.305 1.365
C -0.255 2.150 0.070
C -0.369 -0.234 1.275
C 0.141 -0.437 -0.258
C -1.177 -1.002 -0.892
C 1.403 -1.268 -0.286
N 0.388 0.916 -0.826
I -0.956 -1.645 2.615
H 0.395 1.302 1.980
H -1.376 1.642 1.974
H 0.383 2.955 -0.004
H -1.059 -1.164 -1.951
H -1.923 -0.255 -0.725
H -1.474 -1.866 -0.363
H 1.453 -1.787 -1.328
H 1.536 -2.117 0.331
H 2.215 -0.503 -0.183
H -0.246 0.981 -1.738
H 1.430 1.028 -1.055

Properties
Orbital gap (spin up / spin down), eV: 7.96 / 7.93
Charge: +1
LUMO (spin up / spin down), eV: -3.378 / -5.536
HOMO level (spin up / spin down), eV: -11.3 / -13.5
Multiplicity: 3
Energy above the lowest of the compared OMol25 structures with the same formula, charge and spin, kJ/mol: 77.6

=====

6.
Formula: C6H16N3S2
Source: the OMol25 dataset
Level of theory: ωB97M-V with the def2-TZVPD basis set

Positions of all 27 atoms, in Å:
C -2.078 2.411 0.365
C -2.801 1.822 -0.819
C -1.318 -1.440 -0.449
C -1.639 0.426 -2.480
C 0.659 0.797 2.621
C 4.185 -2.034 0.129
N -1.207 1.710 0.958
N -2.081 -0.261 -0.186
N -2.294 0.497 -1.197
S -0.357 2.273 2.273
S 3.361 -0.687 0.863
H 3.575 0.131 -0.230
H -2.460 3.483 0.649
H -3.928 1.672 -0.670
H -2.598 2.398 -1.715
H -1.336 -1.675 -1.553
H -0.257 -1.285 -0.188
H -1.644 -2.282 0.148
H -1.610 -0.570 -2.834
H -2.122 0.868 -3.361
H -0.571 0.720 -2.438
H 1.068 0.974 3.612
H 1.420 0.739 1.898
H -0.046 0.020 2.921
H 3.482 -2.445 -0.690
H 4.402 -2.790 0.879
H 5.027 -1.706 -0.376

Properties
Orbital gap, eV: 6.45
Charge: +1
LUMO, eV: -5.107
HOMO level, eV: -11.6
Multiplicity: 1
Energy above the lowest of the compared OMol25 structures with the same formula, charge and spin, kJ/mol: 512.2

=====

7.
Formula: C41H41F2GeI2N4O2Sn
Source: the OMol25 dataset
Level of theory: ωB97M-V with the def2-TZVPD basis set

Positions of all 94 atoms, in Å:
Sn -1.169 0.371 0.858
I -7.189 -4.629 -0.579
C -5.567 -3.599 0.093
C -4.518 -4.285 0.726
C -3.400 -3.602 1.116
I -1.792 -4.586 1.935
C -3.297 -2.171 0.892
O -2.217 -1.578 1.150
C -4.435 -1.472 0.329
C -4.472 0.033 0.262
N -3.265 0.626 -0.363
C -3.448 2.043 -0.746
C -2.753 3.018 0.168
C -3.279 4.261 0.462
C -2.516 5.155 1.198
C -1.245 4.787 1.611
C -0.794 3.522 1.296
N -1.535 2.655 0.592
C -5.511 -2.193 -0.087
H -4.589 -5.354 0.872
H -5.357 0.316 -0.314
H -4.596 0.447 1.260
H -3.098 0.116 -1.228
H -3.001 2.162 -1.736
H -4.506 2.294 -0.845
H -4.268 4.525 0.113
H -2.910 6.132 1.444
H -0.614 5.460 2.174
H 0.190 3.186 1.605
H -6.353 -1.692 -0.546
C 6.975 0.749 2.818
C 5.982 0.179 1.818
N 5.384 1.196 0.951
C 6.240 1.806 -0.080
C 6.601 3.250 0.233
C 4.088 1.538 0.947
O 3.584 2.310 0.134
C 3.151 0.962 1.980
C 3.328 0.998 3.353
C 2.286 0.580 4.171
C 1.098 0.174 3.599
N 0.904 0.160 2.269
C 1.929 0.529 1.498
H 7.386 -0.048 3.439
H 6.509 1.485 3.474
H 7.809 1.236 2.312
H 5.188 -0.372 2.318
H 6.487 -0.537 1.166
H 5.715 1.747 -1.032
H 7.133 1.186 -0.149
H 5.708 3.873 0.238
H 7.280 3.639 -0.525
H 7.093 3.333 1.203
H 4.256 1.350 3.783
H 2.387 0.580 5.248
H 0.274 -0.149 4.219
H 1.778 0.504 0.430
C 0.833 1.688 -1.875
Ge 0.064 -0.049 -1.477
C 1.363 -1.453 -1.221
C 2.369 -1.576 -2.180
C 3.343 -2.559 -2.059
C 3.320 -3.427 -0.978
C 2.322 -3.315 -0.018
C 1.351 -2.333 -0.139
C -1.399 -0.434 -2.677
C -1.766 0.582 -3.531
C -2.869 0.453 -4.407
C -3.594 -0.700 -4.407
C -3.244 -1.786 -3.562
C -3.987 -2.993 -3.584
C -3.622 -4.051 -2.802
C -2.500 -3.943 -1.951
C -1.783 -2.781 -1.889
C -2.127 -1.669 -2.700
H 1.290 1.669 -2.867
H 1.617 1.945 -1.162
H 0.067 2.461 -1.867
H 2.411 -0.904 -3.031
H 4.118 -2.645 -2.810
H 4.077 -4.195 -0.884
H 2.302 -3.994 0.825
H 0.579 -2.264 0.623
H -1.210 1.513 -3.541
H -3.127 1.268 -5.071
H -4.441 -0.814 -5.073
H -4.837 -3.068 -4.251
H -4.176 -4.980 -2.847
H -2.192 -4.796 -1.358
H -0.917 -2.728 -1.240
F -3.277 1.317 2.709
C -2.020 0.774 2.822
F -1.278 1.698 3.504
H -2.106 -0.121 3.442

Properties
Orbital gap (spin up / spin down), eV: 8.30 / 5.29
Charge: +2
LUMO (spin up / spin down), eV: -4.837 / -7.854
HOMO level (spin up / spin down), eV: -13.1 / -13.1
Multiplicity: 2
Energy above the lowest of the compared OMol25 structures with the same formula, charge and spin, kJ/mol: 0.0

=====

8.
Formula: C32H36BaF3N2O5Sb
Source: the OMol25 dataset
Level of theory: ωB97M-V with the def2-TZVPD basis set

Positions of all 80 atoms, in Å:
Ba -0.020 0.689 0.128
O -0.109 1.543 -1.793
C 0.597 2.735 -1.689
C 0.999 3.264 -0.294
N 1.059 2.307 0.740
C 2.422 1.953 0.972
C 2.993 1.555 -0.410
O 3.957 2.191 -0.850
O 2.340 0.645 -0.981
C 0.375 2.599 1.944
C -0.882 1.835 2.371
O -1.448 2.339 3.348
O -1.187 0.766 1.810
H 0.575 0.848 -1.890
H 0.002 3.530 -2.170
H 1.522 2.647 -2.266
H 0.387 4.151 -0.023
H 2.000 3.719 -0.429
H 2.446 1.070 1.612
H 2.993 2.797 1.406
H 0.120 3.680 2.034
H 1.050 2.423 2.788
C -3.882 -2.858 1.258
C -3.450 -2.992 2.568
C -2.088 -3.008 2.815
C -1.192 -2.873 1.747
N -1.614 -2.756 0.491
C -2.915 -2.746 0.263
C 0.274 -2.985 1.932
C 0.744 -4.131 2.579
C 2.102 -4.347 2.726
C 2.966 -3.384 2.235
C 2.474 -2.239 1.605
C 1.103 -1.965 1.399
H -4.940 -2.862 1.027
H -4.166 -3.092 3.375
H -1.720 -3.114 3.823
H -3.184 -2.682 -0.786
H 0.041 -4.870 2.947
H 2.477 -5.249 3.192
H 4.032 -3.536 2.340
H 3.179 -1.523 1.199
C -1.531 5.572 0.853
C -2.363 4.440 1.337
Sb -1.810 2.868 0.120
C -2.488 3.914 -1.615
C -3.781 4.593 -1.330
C -3.556 1.593 0.353
C -4.202 1.851 1.702
H -1.845 6.557 1.220
H -1.525 5.641 -0.236
H -0.489 5.451 1.165
H -3.423 4.673 1.245
H -2.147 4.238 2.388
H -2.556 3.273 -2.503
H -1.717 4.679 -1.832
H -4.512 3.898 -0.913
H -4.234 5.048 -2.224
H -3.632 5.407 -0.618
H -3.195 0.555 0.311
H -4.278 1.736 -0.467
H -3.463 1.725 2.491
H -5.032 1.165 1.911
H -4.598 2.869 1.772
F 4.984 -6.476 -4.936
C 5.202 -5.794 -3.785
F 5.470 -6.740 -2.861
F 6.392 -5.168 -3.992
C 4.083 -4.879 -3.412
C 3.801 -4.613 -2.067
C 2.790 -3.741 -1.734
C 2.028 -3.111 -2.736
C 2.316 -3.392 -4.076
C 3.339 -4.257 -4.412
C 1.019 -2.216 -2.289
C 0.302 -1.490 -1.610
H 4.384 -5.101 -1.300
H 2.535 -3.465 -0.719
H 1.733 -2.911 -4.846
H 3.567 -4.466 -5.449

Properties
Orbital gap, eV: 4.66
Charge: -2
LUMO, eV: 3.825
HOMO level, eV: -0.8
Multiplicity: 1
Energy above the lowest of the compared OMol25 structures with the same formula, charge and spin, kJ/mol: 1255.2

=====

For the records above, the corresponding DFT total energy values read -4991.5379; -3293.2432; -308.7414; -838.7620; -587.2153; -1198.4630; -5042.3425; -2291.6467 hartree.